# 1
{
  "formula": "C2H5O3S",
  "method": "the ωB97M-V functional and the def2-TZVPD basis",
  "elements": ["C", "C", "O", "O", "O", "S", "H", "H", "H", "H", "H"],
  "xyz": [[1.56, -0.85, -0.43], [0.11, -0.42, -0.06], [-2.33, 2.77, -0.06], [-1.93, 1.24, 1.72], [-0.34, 0.79, -0.54], [-2.12, 1.36, 0.27], [1.53, -1.89, -0.11], [2.35, -0.34, 0.19], [0.00, -0.52, 1.02], [1.63, -0.96, -1.45], [-0.46, -1.19, -0.55]],
  "homo_ev": -4.0,
  "orbital_gap_ev": 8.10,
  "lumo_ev": 4.096,
  "total_charge": -1,
  "de_lowest_ev": 0.479
}


# 2
{
  "formula": "C22H20F2N3OS",
  "method": "the ωB97M-V functional and the def2-TZVPD basis",
  "elements": ["C", "N", "C", "H", "H", "H", "C", "C", "N", "C", "O", "C", "C", "C", "C", "C", "C", "C", "C", "C", "C", "H", "H", "H", "H", "H", "H", "H", "C", "N", "C", "C", "C", "C", "C", "C", "S", "H", "F", "H", "F", "H", "H", "H", "H", "H", "H", "H", "H"],
  "xyz": [[2.11, 3.20, 1.22], [1.89, 2.39, 0.03], [2.50, 3.02, -1.14], [3.56, 3.18, -0.94], [2.40, 2.37, -2.01], [2.04, 3.99, -1.36], [0.47, 2.07, -0.19], [0.01, 0.89, 0.68], [0.27, -0.43, 0.09], [-0.72, -1.39, -0.15], [-0.36, -2.54, -0.30], [-2.12, -0.97, -0.23], [-3.07, -1.81, 0.31], [-4.44, -1.51, 0.24], [-5.42, -2.35, 0.82], [-6.74, -2.03, 0.72], [-7.15, -0.86, 0.05], [-6.22, -0.03, -0.52], [-4.85, -0.33, -0.44], [-3.86, 0.49, -1.03], [-2.54, 0.19, -0.93], [-1.80, 0.81, -1.43], [-4.18, 1.37, -1.58], [-6.53, 0.87, -1.04], [-8.20, -0.63, -0.02], [-7.49, -2.67, 1.16], [-5.10, -3.24, 1.33], [-2.75, -2.72, 0.81], [1.55, -0.89, 0.04], [2.59, -0.08, 0.18], [3.79, -0.73, 0.09], [5.06, -0.17, 0.18], [6.18, -0.96, 0.07], [6.01, -2.33, -0.13], [4.77, -2.93, -0.23], [3.66, -2.11, -0.11], [1.95, -2.54, -0.20], [4.68, -3.99, -0.39], [7.10, -3.09, -0.24], [7.17, -0.54, 0.13], [5.17, 1.16, 0.37], [-1.07, 0.95, 0.84], [0.50, 0.93, 1.65], [-0.15, 2.94, 0.04], [0.33, 1.82, -1.24], [2.45, 1.03, 0.19], [1.68, 4.20, 1.11], [1.66, 2.72, 2.09], [3.18, 3.29, 1.39]],
  "homo_ev": -11.1,
  "orbital_gap_ev": 7.94,
  "lumo_ev": -3.145,
  "total_charge": 1
}


# 3
{
  "formula": "C32H32N7PbS",
  "method": "the ωB97M-V functional and the def2-TZVPD basis",
  "elements": ["Pb", "C", "C", "C", "C", "C", "C", "N", "C", "C", "C", "C", "C", "C", "N", "N", "C", "C", "C", "C", "C", "N", "H", "H", "H", "H", "H", "H", "H", "H", "H", "H", "H", "H", "H", "S", "C", "N", "C", "N", "C", "C", "C", "C", "C", "H", "H", "H", "H", "H", "H", "H", "H", "H", "H", "C", "C", "C", "C", "C", "C", "C", "C", "N", "H", "H", "H", "H", "H", "H", "H", "H", "H"],
  "xyz": [[0.78, 0.82, 0.16], [1.58, -2.77, 4.42], [0.77, -1.77, 4.95], [0.09, -0.89, 4.13], [0.18, -1.00, 2.74], [0.99, -2.01, 2.22], [1.69, -2.88, 3.05], [-0.43, -0.10, 1.85], [-1.72, 0.36, 2.04], [-2.69, -0.25, 2.84], [-3.99, 0.22, 2.88], [-4.37, 1.33, 2.13], [-3.42, 1.96, 1.33], [-2.11, 1.50, 1.28], [-1.12, 2.09, 0.49], [-1.46, 3.21, -0.11], [-0.47, 3.75, -0.89], [-0.72, 4.96, -1.57], [0.27, 5.50, -2.34], [1.51, 4.86, -2.44], [1.68, 3.68, -1.75], [0.72, 3.13, -1.00], [2.11, -3.45, 5.08], [0.69, -1.66, 6.03], [-0.51, -0.10, 4.56], [1.06, -2.13, 1.14], [2.31, -3.65, 2.61], [-2.41, -1.11, 3.43], [-4.72, -0.28, 3.51], [-5.38, 1.70, 2.16], [-3.68, 2.83, 0.75], [-1.69, 5.42, -1.46], [0.10, 6.43, -2.87], [2.32, 5.26, -3.03], [2.62, 3.13, -1.79], [1.86, -3.28, -1.31], [2.83, -2.03, -1.36], [-0.83, -0.47, -1.36], [-1.72, -1.02, -0.87], [-2.69, -1.63, -0.24], [-2.43, -2.90, 0.46], [-3.22, -4.02, -0.18], [-4.70, -3.65, -0.27], [-4.90, -2.33, -1.01], [-4.09, -1.22, -0.37], [-2.73, -2.75, 1.50], [-1.35, -3.07, 0.46], [-3.08, -4.94, 0.40], [-2.82, -4.21, -1.19], [-5.11, -3.56, 0.74], [-5.26, -4.45, -0.76], [-5.95, -2.04, -1.02], [-4.59, -2.44, -2.06], [-4.45, -1.00, 0.64], [-4.12, -0.29, -0.93], [5.51, 0.20, 0.25], [5.07, 0.74, -1.08], [5.58, 1.92, -1.60], [5.16, 2.40, -2.83], [4.19, 1.72, -3.55], [3.63, 0.54, -3.06], [2.55, -0.19, -3.81], [4.10, 0.07, -1.83], [3.59, -1.13, -1.32], [6.40, 0.72, 0.60], [5.72, -0.87, 0.20], [4.72, 0.33, 1.00], [6.34, 2.46, -1.04], [5.58, 3.32, -3.23], [3.84, 2.10, -4.50], [2.41, 0.25, -4.79], [1.60, -0.14, -3.28], [2.79, -1.25, -3.94]],
  "homo_ev": [-6.0, -6.8],
  "orbital_gap_ev": [6.44, 6.25],
  "lumo_ev": [0.410, -0.500],
  "total_charge": 0,
  "de_lowest_ev": 0.000,
  "multiplicity": 2
}


# 4
{
  "formula": "C18H30BaNO2P2",
  "method": "the ωB97M-V functional and the def2-TZVPD basis",
  "elements": ["Ba", "P", "C", "C", "N", "C", "C", "C", "C", "C", "P", "H", "H", "H", "H", "H", "H", "H", "H", "O", "H", "H", "O", "H", "C", "H", "H", "H", "C", "H", "H", "H", "C", "H", "H", "H", "C", "H", "H", "H", "C", "C", "C", "C", "C", "C", "C", "H", "H", "H", "H", "H", "H", "H"],
  "xyz": [[-0.37, 0.24, 1.15], [2.51, -1.30, 0.19], [2.37, -1.79, -1.62], [1.07, -1.58, -2.21], [-0.06, -0.98, -1.72], [-1.26, -1.29, -2.30], [-1.29, -2.25, -3.30], [-0.13, -2.79, -3.89], [1.07, -2.30, -3.41], [-2.59, -0.78, -1.85], [-2.60, 0.80, -0.94], [1.95, -2.69, -3.82], [-2.27, -2.61, -3.68], [-0.15, -3.56, -4.66], [-3.33, -0.69, -2.65], [-3.09, -1.51, -1.20], [2.18, 2.18, -2.09], [3.07, -1.27, -2.18], [-0.65, 2.73, -1.76], [3.17, 2.53, -2.13], [3.31, 2.50, -3.06], [-0.31, 2.43, 0.05], [-0.41, 3.35, -0.96], [-0.09, 4.24, -1.01], [-2.77, 1.92, -2.38], [-3.65, 1.64, -3.00], [-2.94, 2.98, -2.07], [-1.89, 1.83, -3.06], [-4.36, 0.87, -0.40], [-4.50, 1.69, 0.34], [-5.07, 1.05, -1.23], [-4.66, -0.07, 0.09], [2.52, -3.08, 0.37], [3.44, -3.53, -0.02], [2.31, -3.58, 1.29], [1.79, -3.50, -0.35], [4.30, -0.80, 0.38], [4.55, -0.56, 1.42], [5.03, -1.57, 0.09], [4.55, 0.10, -0.20], [-0.24, 2.57, 2.55], [-0.16, 1.55, 3.61], [-1.18, 0.53, 3.71], [-0.98, -0.63, 4.45], [0.18, -0.78, 5.23], [1.15, 0.23, 5.20], [1.02, 1.34, 4.37], [-1.27, 2.93, 2.36], [0.49, 3.40, 2.65], [-2.10, 0.67, 3.09], [-1.78, -1.37, 4.45], [0.23, -1.62, 5.90], [2.03, 0.08, 5.82], [1.82, 2.08, 4.36]],
  "homo_ev": [-8.0, -8.2],
  "orbital_gap_ev": [2.93, 3.11],
  "lumo_ev": [-5.088, -5.076],
  "total_charge": 1,
  "de_lowest_ev": 7.208
}


# 5
{
  "formula": "C4H7NO",
  "method": "the ωB97M-V functional and the def2-TZVPD basis",
  "elements": ["C", "N", "C", "C", "C", "O", "H", "H", "H", "H", "H", "H", "H"],
  "xyz": [[1.33, -1.69, 0.84], [0.48, -0.52, 0.64], [0.22, -0.21, -0.56], [-0.55, 1.04, -0.87], [-1.56, 1.57, 0.05], [-0.28, 2.16, -0.04], [2.23, -1.64, 0.21], [0.80, -2.62, 0.59], [1.64, -1.75, 1.88], [0.57, -0.79, -1.42], [-0.63, 1.27, -1.94], [-2.38, 2.17, -0.35], [-1.76, 1.02, 0.97]],
  "homo_ev": -9.8,
  "orbital_gap_ev": 10.92,
  "smiles": "C/N=C/[C@H]1CO1",
  "lumo_ev": 1.081,
  "total_charge": 0,
  "de_lowest_ev": 2.712
}


# 6
{
  "formula": "C2H7N3O2",
  "method": "the ωB97M-V functional and the def2-TZVPD basis",
  "elements": ["C", "C", "N", "N", "N", "O", "O", "H", "H", "H", "H", "H", "H", "H"],
  "xyz": [[-0.25, 0.50, 1.46], [1.70, 0.10, 0.09], [-1.70, -0.30, -0.56], [0.42, -0.37, 0.54], [-0.51, -0.52, -0.81], [0.04, -0.88, -1.83], [-2.54, -0.50, -1.61], [-0.52, 1.47, 1.02], [-1.15, 0.02, 1.84], [0.44, 0.67, 2.30], [2.00, -0.48, -0.78], [1.69, 1.17, -0.18], [2.42, -0.06, 0.89], [-2.03, -0.83, -2.37]],
  "homo_ev": -9.5,
  "orbital_gap_ev": 10.57,
  "smiles": "CN(C)/[N+]([O-])=N/O",
  "lumo_ev": 1.027,
  "total_charge": 0,
  "de_lowest_ev": 6.264
}


# 7
{
  "formula": "C7H11O7",
  "method": "the ωB97M-V functional and the def2-TZVPD basis",
  "elements": ["C", "C", "C", "C", "C", "C", "C", "O", "O", "O", "O", "O", "O", "O", "H", "H", "H", "H", "H", "H", "H", "H", "H", "H", "H"],
  "xyz": [[1.20, -2.02, 0.51], [0.94, -0.91, -0.31], [-0.40, -0.37, -0.89], [-0.88, 0.53, 0.31], [0.51, 0.56, 1.11], [-0.06, 0.37, -2.18], [-1.54, 1.87, 0.03], [2.35, -2.50, 0.79], [0.13, -2.38, 1.37], [2.10, -0.47, -0.95], [-1.44, -1.41, -1.16], [-1.69, -0.14, 1.17], [0.43, 0.06, 2.26], [1.31, 1.71, 0.95], [-0.94, 0.29, -2.88], [0.80, -0.18, -2.69], [0.19, 1.50, -2.03], [-2.67, 1.65, 0.29], [-1.42, 2.30, -0.97], [-1.18, 2.70, 0.67], [2.80, -0.95, -0.42], [-1.78, -1.75, -0.33], [-1.01, -0.42, 1.88], [0.14, -1.59, 2.01], [2.14, 1.57, 1.46]],
  "homo_ev": -3.6,
  "orbital_gap_ev": 7.01,
  "smiles": "C[C@](O)(C(=O)O)[C@](C)(O)/C(O)=C(/[O-])O",
  "lumo_ev": 3.434,
  "total_charge": -1,
  "de_lowest_ev": 2.928
}


# 8
{
  "formula": "C3H6Br3P",
  "method": "the ωB97M-V functional and the def2-TZVPD basis",
  "elements": ["C", "C", "C", "P", "Br", "Br", "Br", "H", "H", "H", "H", "H", "H"],
  "xyz": [[-0.10, -0.24, 2.31], [-0.24, -0.80, -0.05], [-0.69, -0.02, 0.93], [0.97, 1.29, -3.39], [1.15, -0.95, -3.58], [1.63, 1.68, -1.30], [-1.26, 1.45, -3.17], [-0.74, 0.38, 2.99], [-0.37, -1.20, 2.69], [0.92, -0.08, 2.36], [-0.42, -0.70, -1.09], [0.57, -1.60, 0.27], [-1.43, 0.79, 1.01]],
  "homo_ev": -9.4,
  "orbital_gap_ev": 8.95,
  "smiles": "BrP(Br)Br.C=CC",
  "lumo_ev": -0.404,
  "total_charge": 0,
  "de_lowest_ev": 0.185
}


# 9
{
  "formula": "C2H6O2",
  "method": "the ωB97M-V functional and the def2-TZVPD basis",
  "elements": ["O", "C", "C", "O", "H", "H", "H", "H", "H", "H"],
  "xyz": [[-0.21, -1.68, -0.40], [0.41, -0.64, 0.41], [0.02, 1.05, 0.32], [-0.54, 0.76, -0.95], [0.13, -1.73, -1.31], [0.10, -0.95, 1.38], [1.46, -0.62, 0.15], [-0.75, 1.57, 0.97], [0.74, 1.91, 0.14], [-1.37, 0.32, -0.72]],
  "homo_ev": -9.3,
  "orbital_gap_ev": 10.21,
  "smiles": "OCCO",
  "lumo_ev": 0.942,
  "total_charge": 0,
  "de_lowest_ev": 2.758
}


# 10
{
  "formula": "C19H32N4O4S",
  "method": "the ωB97M-V functional and the def2-TZVPD basis",
  "elements": ["C", "C", "N", "O", "C", "C", "S", "O", "O", "N", "C", "C", "H", "H", "C", "C", "C", "H", "H", "H", "H", "C", "O", "N", "H", "C", "H", "C", "N", "C", "C", "H", "H", "C", "C", "H", "H", "H", "C", "C", "H", "H", "H", "H", "H", "H", "H", "H", "H", "H", "H", "H", "H", "C", "H", "H", "H", "H", "H", "H"],
  "xyz": [[2.94, -0.63, 4.18], [1.66, -0.64, 4.93], [1.60, -0.77, 6.22], [0.29, -0.73, 6.58], [-0.47, -0.57, 5.49], [0.35, -0.50, 4.40], [-0.21, -0.32, 2.73], [0.88, -0.63, 1.84], [-1.42, -1.07, 2.57], [-0.64, 1.31, 2.74], [-1.53, 1.66, 1.65], [-0.80, 1.61, 0.32], [-0.55, 0.57, 0.11], [-1.46, 1.96, -0.48], [0.47, 2.47, 0.33], [1.33, 2.28, 1.59], [0.48, 2.23, 2.85], [0.05, 3.21, 3.08], [1.08, 1.91, 3.71], [1.89, 1.35, 1.52], [2.04, 3.10, 1.66], [1.26, 2.12, -0.94], [1.38, 2.89, -1.87], [1.81, 0.89, -0.91], [1.55, 0.26, -0.16], [2.27, 0.24, -2.12], [2.31, 1.01, -2.90], [1.32, -0.91, -2.50], [-0.06, -0.47, -2.42], [-0.50, 0.38, -3.51], [-0.74, -0.37, -4.82], [0.20, -0.79, -5.19], [-1.11, 0.33, -5.58], [-1.75, -1.50, -4.61], [-1.96, -2.31, -5.88], [-2.69, -3.10, -5.72], [-2.31, -1.67, -6.69], [-1.02, -2.77, -6.20], [-1.27, -2.39, -3.46], [-1.01, -1.54, -2.21], [-1.95, -1.08, -1.90], [-0.66, -2.17, -1.38], [-0.34, -2.90, -3.75], [-2.01, -3.16, -3.24], [-2.71, -1.05, -4.31], [-1.43, 0.85, -3.19], [0.24, 1.18, -3.65], [1.62, -1.29, -3.49], [1.45, -1.71, -1.77], [3.28, -0.15, -1.97], [0.18, 3.52, 0.25], [-1.92, 2.66, 1.86], [-2.35, 0.94, 1.67], [-1.94, -0.49, 5.61], [-2.38, -0.83, 4.68], [-2.28, -1.10, 6.45], [-2.25, 0.54, 5.79], [3.33, 0.39, 4.13], [3.68, -1.24, 4.70], [2.78, -0.99, 3.17]],
  "homo_ev": -8.2,
  "orbital_gap_ev": 8.84,
  "smiles": "Cc1noc(C)c1S(=O)(=O)N1CCC(C(=O)NCCN2CCC(C)CC2)CC1",
  "lumo_ev": 0.621,
  "total_charge": 0,
  "de_lowest_ev": 0.955
}


# 11
{
  "formula": "C4H10O2",
  "method": "the ωB97M-V functional and the def2-TZVPD basis",
  "elements": ["C", "O", "C", "C", "C", "O", "H", "H", "H", "H", "H", "H", "H", "H", "H", "H"],
  "xyz": [[-0.09, -1.56, 1.23], [0.29, -0.53, 0.34], [-0.66, 0.54, 0.24], [0.02, 1.86, 0.54], [0.82, -0.33, -3.00], [0.64, -1.36, -2.21], [-0.25, -1.17, 2.24], [-1.00, -2.07, 0.89], [0.73, -2.28, 1.26], [-1.49, 0.36, 0.95], [0.40, 1.87, 1.57], [-0.68, 2.69, 0.42], [0.86, 2.01, -0.14], [-1.09, 0.53, -0.77], [0.89, 0.57, -2.31], [0.61, -1.12, -1.25]],
  "homo_ev": -8.2,
  "orbital_gap_ev": 9.02,
  "lumo_ev": 0.807,
  "total_charge": 0,
  "de_lowest_ev": 4.040
}


# 12
{
  "formula": "H17O9",
  "method": "the ωB97M-V functional and the def2-TZVPD basis",
  "elements": ["O", "H", "H", "O", "H", "O", "H", "H", "O", "H", "H", "O", "H", "H", "O", "H", "H", "O", "H", "H", "O", "H", "H", "O", "H", "H"],
  "xyz": [[-1.13, -0.02, 0.79], [0.46, 2.85, -0.63], [-0.04, 0.47, 1.74], [1.54, -1.77, -0.38], [1.59, -2.43, -1.08], [-1.54, 2.08, -1.39], [-2.44, 2.12, -1.06], [1.09, 2.22, 0.45], [-0.05, -3.44, 0.82], [-1.08, -0.69, -1.28], [0.74, -3.02, 0.38], [0.43, 1.14, 2.51], [-0.39, -1.28, 3.29], [-0.41, -2.73, 1.34], [-0.28, -0.29, -1.72], [-1.07, 1.26, -1.42], [0.24, 0.24, -1.05], [1.34, 2.91, -0.19], [-0.28, 1.67, 2.83], [0.92, -1.15, -0.82], [1.66, 0.10, -2.89], [0.77, 0.36, -3.24], [1.66, 1.09, -2.60], [-0.99, -1.62, 2.66], [-0.97, -0.74, 2.00], [-1.77, 0.63, 0.93]],
  "homo_ev": -6.1,
  "orbital_gap_ev": 9.04,
  "lumo_ev": 2.939,
  "total_charge": -1,
  "de_lowest_ev": 3.019
}